Entry 1:
DFT (ωB97M-V/def2-TZVPD) results for a cluster of 4 separate species, C58H55Cl2N3O11PS in total.

As for the net charge: -1.

```
131
C58H55Cl2N3O11PS ωB97M-V/def2-TZVPD
Cl 6.18 -1.95 3.11
Cl 3.42 0.75 1.30
S 1.35 -6.01 2.23
P 3.91 -3.10 1.16
O 6.93 -8.27 -5.68
O -6.24 6.05 -0.91
O 2.80 -3.30 2.55
O 2.07 -6.63 1.16
O -0.94 7.60 0.41
O -2.29 12.47 2.18
O 1.69 -7.27 -5.19
O 1.99 -5.93 3.50
O -8.57 1.87 1.47
O 4.99 -4.14 2.02
O 2.76 -2.11 0.32
N -4.03 -0.74 1.94
N -3.66 -2.71 3.03
N -2.61 -0.75 3.88
C 0.69 -4.44 1.67
C 2.88 -7.52 -5.29
C -5.99 4.22 0.55
C -0.64 -0.82 0.66
C 1.76 11.43 2.13
C 4.87 -7.90 -6.77
C 1.13 9.26 1.30
C -2.68 9.11 0.93
C 1.55 -2.00 1.02
C 3.28 -7.67 -9.03
C -8.22 4.84 -0.53
C 4.88 -3.13 -0.47
C -4.54 2.61 2.28
C -3.05 -0.17 1.00
C 3.73 -7.71 -4.09
C 7.37 -5.47 0.72
C 4.65 -7.88 -9.16
C 4.88 -1.54 1.91
C -6.77 5.11 -0.35
C 3.50 -7.66 -6.64
C 6.35 -3.54 -0.37
C -0.21 9.65 1.31
C -10.33 5.46 -1.52
C -0.56 10.93 1.75
C -3.03 10.37 1.41
C 0.43 11.82 2.14
C -3.92 3.66 1.62
C -5.00 8.57 0.63
C -2.10 -1.19 0.36
C -10.93 4.35 -0.93
C -8.05 2.83 0.96
C 3.16 -7.62 -2.83
C -4.37 10.72 1.51
C -8.83 3.74 0.07
C 3.91 -0.50 2.52
C 5.10 -7.99 -4.22
C -10.18 3.49 -0.13
C 1.52 -3.16 2.04
C -8.98 5.70 -1.32
C -5.88 2.34 2.07
C 8.03 -5.73 1.71
C -1.25 8.69 0.84
C -6.61 3.14 1.20
C -3.66 8.21 0.53
C 5.87 -8.20 -3.08
C -5.35 9.82 1.13
C -4.64 4.47 0.76
C 4.53 0.30 3.68
C 3.94 -7.82 -1.70
C 2.11 10.15 1.71
C 5.73 -8.07 -5.56
C 0.35 -1.83 0.07
C -3.44 -1.46 2.97
C 5.29 -8.12 -1.83
C 5.44 -8.00 -8.03
C 2.71 -7.55 -7.77
C -1.98 11.35 1.81
C 6.53 -5.07 -0.41
H 3.32 -4.35 0.71
H 0.75 -1.41 -0.84
H -3.97 1.99 2.97
H 3.01 -0.94 2.92
H 4.78 -2.16 -0.96
H 4.49 -4.87 2.38
H 6.51 -8.17 -8.13
H 6.92 -8.43 -3.18
H -3.56 0.44 0.26
H 3.15 9.84 1.71
H 2.11 -7.39 -2.73
H -5.76 7.87 0.33
H -3.18 -3.07 3.85
H 5.57 -5.55 -0.21
H -0.16 -2.78 -0.12
H -0.32 -4.29 2.05
H -0.56 -0.84 1.75
H -2.87 3.86 1.79
H -2.23 -1.22 -0.72
H -1.76 -1.26 4.07
H 2.53 12.12 2.44
H -3.39 7.24 0.15
H -6.36 1.52 2.57
H 6.85 -3.15 -1.27
H 8.32 -5.82 2.71
H -8.51 6.56 -1.79
H 1.39 8.27 0.97
H -11.98 4.15 -1.09
H 3.85 1.14 3.86
H -0.42 0.20 0.36
H 6.89 -3.09 0.46
H 4.55 -0.28 4.60
H 1.52 -1.10 1.63
H -6.39 10.09 1.21
H 6.97 -5.41 -1.34
H -10.64 2.63 0.33
H -10.91 6.13 -2.13
H -2.26 -2.21 0.72
H 0.95 -2.74 2.89
H 0.61 -4.49 0.58
H 0.22 -6.76 2.40
H 2.66 -7.59 -9.91
H -4.16 5.29 0.25
H 3.49 -7.75 -0.72
H -2.46 0.55 1.58
H 5.89 -8.29 -0.95
H 0.16 12.82 2.47
H 5.10 -7.96 -10.14
H 4.38 -3.86 -1.11
H -3.07 -0.58 4.76
H 5.49 0.71 3.41
H 1.65 -7.38 -7.67
H -4.64 11.69 1.89
H -4.69 -1.33 1.46
H 5.40 -1.07 1.08
```



Entry 2:
DFT (ωB97M-V/def2-TZVPD) results for a structure of composition C58H56BrGe2PbS4.

As for the relative energy (zero: lowest compared OMol25 entry of this formula, charge and spin): 3.2 kJ/mol. As for the net charge: -1.

```
122
C58H56BrGe2PbS4 ωB97M-V/def2-TZVPD
Pb -2.02 -1.65 1.76
Br -5.22 -1.32 1.48
Ge -0.73 0.87 -0.64
Ge 1.37 -0.83 0.51
S -2.25 0.88 0.91
S 0.63 -1.30 2.49
S -0.15 -1.25 -1.11
S 1.33 1.39 0.13
C -4.39 0.43 -2.13
C -5.45 -0.90 3.33
C -3.77 -1.90 -2.84
C -6.01 -0.24 5.94
C 1.72 -3.51 -2.76
C 1.38 -4.48 0.92
C -1.30 4.43 -0.02
C 1.23 5.91 2.40
C 4.44 0.42 0.57
C 4.32 -1.03 0.19
C -6.75 -0.75 3.73
C 3.11 -1.71 0.13
C 4.28 -0.27 3.00
C -1.27 1.93 -2.23
C -3.45 -0.55 -2.79
C 4.44 0.77 1.92
C -2.26 -0.11 -3.38
C 0.90 4.32 -1.04
C -0.01 -4.78 -1.47
C 4.32 -3.72 -0.49
C 0.63 5.30 1.16
C -3.34 -4.27 -3.53
C -1.81 -2.36 -4.11
C 1.19 -4.07 -1.47
C 4.53 1.07 -1.88
C -1.44 -1.01 -4.06
C 1.87 -3.89 -0.26
C -2.96 -2.82 -3.49
C 4.80 2.72 -0.02
C -0.54 -5.31 -0.31
C 4.62 2.10 2.27
C -7.04 -0.42 5.07
C 1.83 3.94 -2.16
C -0.46 4.03 -1.07
C -2.79 4.23 -0.10
C -1.89 -5.98 -0.30
C -1.44 4.08 -3.35
C -2.96 -0.90 3.81
C -3.63 -0.15 6.47
C -2.04 3.48 -4.44
C -2.33 -0.26 6.10
C -0.73 5.04 1.09
C -4.33 -0.74 4.19
C -2.28 2.12 -4.43
C -4.67 -0.38 5.53
C 5.52 -1.69 -0.09
C -2.01 -0.64 4.77
C 4.61 1.40 -0.41
C 4.81 3.09 1.31
C 5.52 -3.03 -0.43
C 3.12 -3.08 -0.21
C 0.18 -5.17 0.88
C 2.18 -4.42 2.19
C -0.14 -0.58 -4.67
C -1.06 3.32 -2.24
C 1.42 4.96 0.08
C 5.06 4.52 1.71
C -1.91 1.34 -3.33
H -0.22 0.39 -5.18
H -2.77 1.64 -5.27
H 4.92 -1.13 2.82
H 5.43 1.41 -2.40
H 0.62 -0.47 -3.89
H -3.45 -4.67 -2.52
H -3.26 4.48 0.85
H 1.99 4.79 -2.83
H -0.96 -0.71 4.52
H -3.90 0.12 7.49
H 6.46 -3.53 -0.65
H -3.95 0.85 -1.23
H -1.38 5.32 1.92
H -3.22 4.86 -0.88
H -3.04 3.19 -0.33
H 4.69 4.71 2.72
H 3.09 -5.03 2.10
H -4.29 -4.42 -4.05
H -0.22 -5.59 1.79
H 0.22 -1.31 -5.39
H 2.48 -3.40 2.43
H 2.37 -2.66 -2.60
H 0.67 6.80 2.72
H 1.59 -4.80 3.03
H 4.62 2.38 3.32
H 4.31 -4.77 -0.74
H -4.69 -2.24 -2.37
H 3.25 -0.64 3.04
H -8.07 -0.31 5.38
H 4.41 0.01 -2.06
H -5.32 -0.07 -1.84
H 1.43 3.12 -2.75
H 1.20 5.20 3.23
H -0.55 -4.89 -2.41
H -7.55 -0.88 3.02
H -1.17 -3.06 -4.63
H -4.63 1.25 -2.80
H 6.13 4.75 1.70
H -2.65 -5.29 0.06
H 2.79 3.63 -1.75
H 6.45 -1.13 -0.04
H 2.49 5.15 0.12
H 4.52 0.15 3.98
H -2.18 -6.30 -1.31
H -1.53 -0.07 6.81
H 2.28 -4.27 -3.31
H 4.94 3.48 -0.79
H -1.26 5.15 -3.33
H -1.90 -6.85 0.35
H 0.89 -3.18 -3.39
H 2.27 6.19 2.24
H -6.21 0.03 6.98
H 3.68 1.58 -2.33
H -2.33 4.08 -5.30
H -2.58 -4.86 -4.04
H 4.57 5.21 1.03
```



no.,HOMO level (eV)
1,-4.82
2,-4.75